# 1
ORCA calculation (wB97M-V/def2-TZVPD) on a molecular structure, C17H29N4ORuS2.

Geometry as XYZ:
```
54
Properties=species:S:1:pos:R:3:forces:R:3
Ru -0.4495 0.5138 -0.0599 -3.804 0.597 0.217
N -1.1631 2.2406 -1.1878 1.063 -0.219 0.219
C -2.6113 2.4440 -1.0578 -0.165 0.031 -0.123
C -3.2472 1.0812 -1.1040 -0.278 0.091 -0.119
N -2.6419 0.2022 -0.0884 1.112 -0.541 -0.020
C -3.2392 0.2630 1.2610 -0.227 0.093 0.173
C -2.6746 1.4161 2.0610 -0.093 -0.218 0.002
N -1.2094 1.3169 1.9932 0.642 0.305 -0.256
H -0.6431 3.0795 -0.9453 0.039 0.027 -0.086
H -0.9398 2.0156 -2.1514 0.052 0.171 -0.044
H -3.0228 3.0595 -1.8595 0.141 0.056 -0.032
H -2.8084 2.9626 -0.1255 -0.010 0.021 -0.019
H -3.0567 0.6267 -2.0776 -0.021 0.003 -0.001
H -4.3287 1.1644 -0.9762 0.003 -0.142 0.069
H -2.7007 -0.7576 -0.4167 -0.184 -0.007 -0.022
H -3.0046 -0.6772 1.7606 -0.011 -0.002 -0.008
H -4.3269 0.3528 1.2105 -0.001 -0.119 -0.143
H -3.0539 1.3573 3.0820 0.073 0.041 0.036
H -2.9878 2.3762 1.6647 -0.017 0.009 0.042
H -0.8715 0.7401 2.7548 0.094 0.074 0.014
H -0.7704 2.2257 2.1101 -0.002 -0.007 0.167
S -0.0435 -2.8065 -2.9886 -0.050 -0.029 -0.065
C -0.1923 -1.3808 -3.9131 0.025 0.030 -0.068
C -0.3597 -0.2699 -3.1397 -0.107 -0.080 0.063
C -0.3823 -0.5769 -1.7470 0.417 0.789 0.119
C -0.2189 -1.9216 -1.5335 0.129 -0.404 -0.230
C -0.1700 -2.4805 -0.1989 -0.116 -0.054 0.005
C 0.1463 -3.7987 0.1108 -0.121 -0.058 -0.015
C 0.1688 -4.1926 1.4338 0.012 0.020 0.024
C -0.1344 -3.2626 2.4247 -0.051 -0.072 0.018
C -0.4430 -1.9768 2.0425 0.058 0.042 -0.135
N -0.4567 -1.5783 0.7605 0.925 0.571 0.307
H -0.1483 -1.4348 -4.9901 0.030 -0.004 0.010
H -0.4344 0.7189 -3.5726 -0.007 -0.039 -0.074
H 0.3712 -4.4968 -0.6845 0.012 -0.009 0.019
H 0.4191 -5.2121 1.6955 0.000 0.007 0.005
H -0.1299 -3.5285 3.4720 -0.033 -0.019 -0.009
H -0.6949 -1.2338 2.7872 0.068 -0.023 0.022
C 3.8143 2.5813 -1.5435 0.022 -0.043 0.005
C 3.8664 1.6950 -0.3056 -0.194 0.311 -0.182
S 2.3276 0.7944 -0.1183 0.515 -0.116 0.146
O 1.2546 1.8389 0.3102 -0.114 -1.048 -0.184
C 2.6999 -0.1400 1.3801 0.105 -0.063 0.003
C 3.2188 -1.5325 1.0405 0.021 0.046 -0.044
H 4.8033 2.9919 -1.7384 -0.008 0.033 0.030
H 3.1229 3.4099 -1.4016 0.000 0.002 -0.004
H 3.5126 2.0134 -2.4244 0.025 -0.004 -0.004
H 3.9952 2.2695 0.6138 0.110 -0.054 0.018
H 4.6351 0.9229 -0.3871 -0.012 -0.018 0.077
H 1.7426 -0.1805 1.8999 -0.002 -0.010 0.017
H 3.4086 0.4318 1.9792 -0.073 0.039 0.044
H 2.5860 -2.0201 0.2978 -0.004 -0.018 0.018
H 3.2300 -2.1501 1.9375 0.029 0.030 0.018
H 4.2366 -1.4969 0.6530 -0.013 -0.017 -0.017
```
Positions in Å, forces in eV/Å.

ΔE to the lowest compared entry with this formula, charge and spin: 1.270 eV
E_tot: -1850.19278 Eh
Multiplicity: 2
Net charge: +2
Orbital gap (alpha / beta): 8.0323 / 6.8616 eV



# 2
ORCA calculation (wB97M-V/def2-TZVPD) on 5 unconnected molecules or ions with the total composition C17H30BO8PS.

Geometry as XYZ:
```
58
Properties=species:S:1:pos:R:3:forces:R:3
C 6.0535 2.1121 0.5950 -0.112 -0.227 -0.157
B 4.8761 1.7356 -0.3528 -0.266 -0.182 -0.170
O 5.0932 1.0937 -1.5349 0.582 0.569 -0.113
C 3.3732 2.1558 -0.0500 0.198 0.386 0.038
C 2.8100 3.3557 -0.2367 0.055 -0.301 -0.073
P 3.5383 4.9602 -0.6205 -0.498 0.708 -0.191
S 2.2841 6.4294 -0.6326 0.048 -0.082 -0.086
C 1.3373 3.1014 -0.1487 0.551 0.045 -0.611
O 0.5337 3.4092 -0.9645 -0.575 0.243 1.099
O 1.1923 2.0921 0.8028 -0.517 -0.533 -1.041
C 2.2946 1.2773 0.5331 0.353 0.669 1.127
O 2.3522 0.1579 0.9078 0.023 -0.447 -0.157
H 5.9514 3.1579 0.8949 0.026 -0.017 0.148
H 6.0439 1.5047 1.5027 0.041 0.075 0.082
H 7.0029 1.9859 0.0784 0.083 -0.057 0.101
H 4.5901 1.4370 -2.2828 -0.435 -0.454 0.061
H 4.4947 5.0680 0.3950 0.259 -0.229 -0.034
H 4.2909 4.7643 -1.7875 0.117 -0.179 0.053
C -0.8961 0.1429 2.4953 -0.057 0.054 0.263
C -1.4106 -1.0794 3.2171 0.024 -0.018 -0.083
C -1.4641 -2.3535 2.4117 -0.024 0.051 0.319
O -1.7614 -1.0363 4.3744 -0.026 -0.012 -0.001
H -0.9040 0.9947 3.1716 -0.002 0.011 -0.006
H 0.1221 -0.0312 2.1475 -0.039 -0.031 -0.109
H -1.5262 0.3650 1.6321 0.073 -0.051 -0.071
H -0.4644 -2.6125 2.0575 -0.022 0.039 -0.103
H -2.1158 -2.2340 1.5483 0.079 -0.004 -0.064
H -1.8420 -3.1636 3.0314 0.023 -0.026 -0.012
C -1.8154 -2.4855 -1.9794 -0.036 0.055 0.154
C -2.3241 -3.7197 -1.2726 0.028 -0.005 -0.062
C -2.3556 -4.9961 -2.0771 -0.055 -0.053 0.152
O -2.6859 -3.6858 -0.1198 -0.081 -0.054 -0.108
H -1.8395 -1.6367 -1.3001 0.001 0.003 0.004
H -0.7913 -2.6454 -2.3208 -0.024 -0.022 -0.076
H -2.4368 -2.2687 -2.8497 0.052 -0.038 -0.052
H -1.3514 -5.2468 -2.4227 -0.012 0.036 -0.075
H -2.9972 -4.8720 -2.9509 0.065 0.017 -0.050
H -2.7375 -5.8062 -1.4612 -0.002 -0.003 0.003
C 0.7157 4.0353 -4.0089 0.406 -0.055 -0.002
C 2.0969 4.0236 -4.6108 -0.104 0.057 -0.086
C 2.2285 4.3838 -6.0693 0.211 -0.040 0.076
O 3.0685 3.7328 -3.9416 0.050 -0.045 0.054
H 0.8270 3.7642 -2.9673 -0.276 0.051 -0.023
H 0.2730 5.0295 -4.0855 -0.023 -0.015 -0.059
H 0.0686 3.3244 -4.5258 -0.021 0.053 -0.044
H 1.8500 5.3930 -6.2381 -0.083 -0.030 -0.018
H 1.6434 3.6925 -6.6779 -0.074 0.056 0.002
H 3.2722 4.3350 -6.3696 0.005 0.002 -0.007
C -4.5284 -3.3335 5.1602 0.031 -0.107 0.216
C -5.0672 -4.7314 4.9878 -0.018 0.057 -0.093
C -5.5795 -5.0852 3.6094 -0.010 -0.153 0.087
O -5.0890 -5.5299 5.8946 0.001 -0.005 0.005
H -4.1885 -3.1938 6.1831 0.003 0.007 0.004
H -3.6888 -3.1652 4.4851 -0.051 0.090 -0.048
H -5.3037 -2.5993 4.9348 0.035 0.012 -0.098
H -4.7809 -4.9773 2.8729 -0.027 0.084 -0.024
H -6.3941 -4.4150 3.3294 0.052 0.052 -0.044
H -5.9389 -6.1114 3.6062 -0.002 -0.004 0.001
```
Positions in Å, forces in eV/Å.

E_tot: -2032.10724 Eh
Multiplicity: 1
Orbital gap: 7.8080 eV
Structure (SMILES): CB(O)C1=C([PH2]=S)C(=O)OC1=O.CC(C)=O.CC(C)=O.CC(C)=O.CC(C)=O



# 3
ORCA calculation (wB97M-V/def2-TZVPD) on a molecular structure, C17H30CaF12O15P2.

Geometry as XYZ:
```
77
Properties=species:S:1:pos:R:3:forces:R:3
Ca -0.0343 0.0835 0.2147 0.462 -0.240 0.133
P 2.3092 -2.1959 1.4283 0.257 -0.936 -0.044
F 1.1007 -2.3155 0.3347 -0.377 -0.386 0.190
F 3.1754 -1.5190 0.2400 0.095 0.385 0.336
F 1.5997 -0.7540 1.8236 0.608 0.369 -0.090
F 3.5014 -1.9557 2.4716 -0.054 0.404 -0.096
F 1.4187 -2.8497 2.5978 -0.036 -0.252 -0.437
F 2.9085 -3.6272 0.9960 -0.449 0.107 0.209
P -2.1774 2.2618 -0.7449 -0.083 1.289 -0.368
F -3.0033 2.1642 -2.1050 -0.061 0.021 0.124
F -2.5332 0.7102 -0.3964 -0.170 0.132 0.080
F -0.8203 1.7203 -1.5051 0.131 -0.205 -0.231
F -1.2670 2.2648 0.6108 -0.012 0.148 0.309
F -1.7306 3.7770 -1.0667 0.089 -0.345 -0.012
F -3.4269 2.8230 0.0823 -0.103 -0.536 -0.076
C -6.0510 -2.3169 1.1548 0.054 0.549 -0.264
C -4.8100 -2.0484 1.9660 -0.071 -0.300 0.768
C -4.0608 -3.2866 2.4899 -0.475 -0.119 -0.483
O -2.7009 -3.0247 2.1500 0.052 -0.026 0.147
C -2.6245 -1.9420 1.3671 0.146 -0.093 0.020
O -1.5946 -1.5278 0.9239 -0.300 -0.257 0.034
O -3.8306 -1.4067 1.1416 0.213 0.117 -0.020
H -6.8240 -2.8495 1.7049 0.177 -0.213 0.090
H -5.7614 -2.8445 0.2455 -0.166 -0.209 0.069
H -6.4899 -1.3650 0.8493 0.038 -0.025 -0.022
H -5.0025 -1.3990 2.8254 -0.149 0.199 -0.235
H -4.4087 -4.1926 1.9873 0.232 -0.019 -0.063
H -4.1602 -3.4328 3.5614 0.140 0.117 0.054
C 5.4045 0.8311 -4.0735 -0.201 0.631 0.508
C 3.9430 1.2677 -4.0214 0.505 -0.369 -0.671
C 2.9805 0.2774 -4.7090 0.282 -0.067 -0.118
O 2.1433 -0.2001 -3.6550 -0.054 0.308 0.065
C 2.4422 0.4485 -2.5117 -0.286 -0.434 -0.111
O 1.8553 0.2838 -1.4876 0.004 0.183 0.045
O 3.4863 1.2630 -2.6672 -0.032 0.322 0.170
H 5.9191 1.2128 -4.9545 -0.261 -0.409 -0.340
H 5.4482 -0.2501 -3.9711 0.374 -0.029 -0.067
H 5.9428 1.3192 -3.2566 -0.130 -0.249 0.166
H 3.8481 2.2650 -4.4481 -0.202 0.122 0.311
H 3.5139 -0.5771 -5.1245 -0.015 0.018 -0.030
H 2.3813 0.7373 -5.4926 -0.148 -0.001 0.121
C 0.7660 -3.6156 -2.2430 0.300 0.286 0.248
O -0.4989 -3.2284 -2.8008 0.015 0.114 -0.132
C -0.9467 -2.0128 -2.5247 0.156 -0.115 0.099
O -0.5002 -1.2585 -1.6831 -0.254 -0.198 -0.460
O -1.9588 -1.7647 -3.3321 0.083 -0.193 -0.218
C -2.5515 -0.4688 -3.2799 -0.378 0.350 0.561
H 1.4428 -2.7625 -2.2069 -0.059 0.007 -0.030
H 1.1740 -4.3804 -2.8955 -0.156 -0.067 -0.035
H 0.6476 -3.9796 -1.2289 -0.091 -0.112 0.011
H -3.2103 -0.4070 -4.1390 0.134 0.038 -0.112
H -1.8137 0.3302 -3.2588 0.110 -0.179 -0.254
H -3.1442 -0.3596 -2.3730 0.002 -0.127 -0.037
C 4.2888 1.0294 0.9739 -0.047 -0.059 -0.047
O 3.7801 2.3478 0.7047 -0.214 -0.026 0.360
C 2.4828 2.5580 0.8051 -0.366 0.644 -0.263
O 1.5714 1.7516 0.8241 0.580 0.185 0.286
O 2.3022 3.8734 0.8657 0.348 0.103 -0.118
C 0.9742 4.3502 1.0808 -0.573 -0.625 0.340
H 4.3260 0.4813 0.0417 0.072 -0.151 0.026
H 3.6724 0.5002 1.6929 -0.152 0.036 -0.084
H 5.2759 1.1740 1.4034 0.059 0.056 -0.156
H 0.9725 5.4209 0.9240 0.176 0.040 -0.066
H 0.6807 4.1138 2.1089 0.040 0.176 -0.035
H 0.2565 3.8488 0.4368 0.172 0.201 -0.180
C 1.2474 1.0345 4.2263 0.229 -0.011 0.080
O -0.0404 1.6458 4.3815 -0.086 0.225 0.187
C -0.9651 1.2843 3.5138 0.323 -0.361 -0.317
O -0.7808 0.5606 2.5573 -0.161 0.008 0.160
O -2.1170 1.8100 3.8734 0.058 0.476 0.285
C -3.2686 1.4673 3.1272 -0.721 -0.422 -0.483
H 1.7533 1.4161 3.3431 -0.133 -0.104 -0.120
H 1.1430 -0.0454 4.1666 0.074 0.005 -0.083
H 1.8157 1.3200 5.1069 -0.110 -0.019 0.060
H -3.5396 0.4272 3.3229 0.022 0.026 0.090
H -3.1749 1.5887 2.0522 0.411 0.078 0.049
H -4.0724 2.1197 3.4563 0.115 0.016 0.215
```
Positions in Å, forces in eV/Å.

ΔE to the lowest compared entry with this formula, charge and spin: 0.000 eV
E_tot: -4353.82635 Eh
Multiplicity: 1
Orbital gap: 11.4007 eV